# 1
C45H46Ge2InN8O4Se | ωB97M-V/def2-TZVPD

XYZ file:
```
107
Properties=species:S:1:pos:R:3:mulliken_charge:R:1
In -0.21045 -0.02268 0.93374 1.919
C 2.07405 3.82469 4.47089 -0.795
C 0.76011 3.85359 4.87668 -0.775
C -0.25991 3.28349 4.12312 -0.293
C 0.03732 2.70625 2.84526 -0.555
C 1.37467 2.75717 2.41214 -0.396
C 2.37440 3.26968 3.21780 -0.596
N -0.83609 1.88117 2.20814 1.244
C -2.15466 2.09055 2.21434 0.365
C -2.78646 3.34149 2.35275 -0.681
C -4.15965 3.52561 2.38624 -0.810
C -5.00989 2.40536 2.37540 -0.799
C -4.49963 1.12311 2.22353 -0.735
C -3.10001 0.99314 2.11178 0.043
N -2.47932 -0.20896 1.92108 1.464
N -3.12028 -1.28827 1.79331 -1.746
C -2.19427 -2.37145 1.73211 -0.170
C -2.66193 -3.68077 1.86230 -0.868
C -1.80438 -4.73954 1.98374 -0.524
C -0.45380 -4.48401 2.06054 -0.932
C -0.06346 -3.14999 1.98669 -0.041
N -0.87298 -2.14386 1.65778 0.718
H 2.86291 4.29769 5.05978 0.411
H 0.56636 4.28933 5.81961 0.468
H -1.28225 3.25927 4.47978 0.497
H 1.61100 2.33221 1.44005 0.451
H 3.40357 3.27979 2.89046 0.498
H -2.09799 4.20711 2.43640 0.447
H -4.56175 4.55553 2.49254 0.407
H -6.07507 2.47221 2.47690 0.448
H -5.07607 0.26930 2.18456 0.690
H -3.72156 -3.81372 1.81127 0.640
H -2.14161 -5.77543 1.98644 0.449
H 0.24082 -5.30146 2.28772 0.501
H 1.00945 -2.87730 2.02559 0.101
C 4.65862 0.82501 -0.94114 -1.531
C 3.12497 0.82717 -1.21467 0.553
Ge 2.26329 -0.74868 -2.07115 0.301
C 3.54620 -1.99886 -2.80455 -0.508
C 4.20584 -1.30082 -3.92190 -1.440
C 0.86766 -0.25469 -3.29681 -0.493
C -0.20623 0.50521 -2.99500 0.199
Ge -0.86176 1.18638 -1.28082 1.726
C -2.79071 0.82450 -1.37041 -0.932
C -3.72205 2.03305 -1.59911 -1.592
C -0.34997 3.14417 -1.04491 0.177
C -1.20000 4.20769 -1.64037 -1.400
C -1.07804 1.02827 -4.09118 -0.735
C -0.67389 2.25594 -4.69393 -0.509
C -1.49271 2.78255 -5.70748 -0.707
C -2.68110 2.16073 -6.03677 -0.509
C -3.05790 0.96264 -5.49800 -0.781
C -2.22576 0.39668 -4.52477 0.179
H 4.86063 1.61939 -0.24295 0.435
H 5.21431 0.99960 -1.87459 0.400
H 5.08432 -0.09046 -0.56984 0.283
H 2.77832 1.76744 -1.69003 0.374
H 2.66581 0.83648 -0.23114 -0.499
H 3.11748 -2.91221 -3.13426 0.533
H 4.32081 -2.23879 -2.08000 0.386
H 3.51549 -1.04779 -4.72990 0.330
H 4.92563 -1.89670 -4.42504 0.484
H 4.67971 -0.33538 -3.64505 0.192
H 1.01311 -0.51833 -4.36408 0.237
H -3.13425 0.29328 -0.50774 0.932
H -2.92223 0.16063 -2.21818 0.599
H -3.58058 2.75150 -0.77109 0.022
H -4.73305 1.79836 -1.70870 0.506
H -3.39757 2.61936 -2.48219 0.152
H 0.67245 3.15308 -1.49944 0.278
H -0.25794 3.26259 0.03605 -0.059
H -1.50536 4.02866 -2.69427 0.200
H -0.68355 5.18367 -1.62999 0.417
H -2.13030 4.37553 -1.08720 0.320
H 0.24506 2.69983 -4.36460 0.456
H -1.24141 3.71229 -6.18263 0.444
H -3.33284 2.54030 -6.81451 0.400
H -3.94790 0.41327 -5.75365 0.462
H -2.57438 -0.51688 -4.05209 0.309
O -1.62343 -2.04166 -1.10852 -0.275
C -0.99907 -2.77689 -1.80246 -0.870
C 0.19718 -3.54456 -1.37655 1.512
C 0.05148 -4.92410 -1.51582 -0.360
C 1.07070 -5.69501 -1.02817 -0.780
C 2.17802 -5.15422 -0.40140 -0.561
C 2.34918 -3.79480 -0.33206 -0.017
C 1.33176 -2.98202 -0.80788 -0.901
O 1.44223 -1.63412 -0.64633 -0.175
N 0.95728 -7.18761 -1.15361 1.000
O -0.02736 -7.60424 -1.72650 -0.605
O 1.80390 -7.90360 -0.62843 -0.599
H -1.33431 -3.04868 -2.83687 0.404
H -0.77997 -5.43383 -2.00260 0.630
H 2.96930 -5.86894 -0.07609 0.483
H 3.26044 -3.35697 0.14080 0.313
Se 4.81847 -0.88503 2.63705 0.268
N 4.35326 -0.54902 4.33090 -0.856
C 3.04542 -0.31447 4.26574 0.670
C 2.20370 0.01177 5.38285 -0.872
C 0.88893 0.08270 5.19962 -1.316
C 0.38451 -0.07232 3.91858 0.322
N 1.05180 -0.23393 2.81987 0.781
C 2.41404 -0.40489 2.95666 -0.148
N 3.19850 -0.72148 1.96791 0.013
H 2.57581 0.07029 6.38455 0.518
H 0.22094 0.31881 5.97838 0.626
H -0.67219 -0.00713 3.76998 0.163
```

## Properties
energy above the lowest of the compared OMol25 structures with the same formula, charge and spin	0.8503	eV
charge	+1
gap between HOMO and LUMO (spin up / spin down)	5.399 / 5.399	eV



# 2
C52H45MgN4O5PS | ωB97M-V/def2-TZVPD

XYZ file:
```
109
Properties=species:S:1:pos:R:3:mulliken_charge:R:1
Mg -0.16487 0.06059 -0.07303 2.318
C -0.19516 -0.35542 -4.32187 -1.823
C 0.16995 0.23823 -2.98780 1.116
O -0.11366 -0.47694 -1.96184 -0.433
C 0.78855 1.47487 -2.94681 -1.518
C 1.18972 2.14662 -1.74808 0.683
C 1.70272 3.55306 -1.85322 -1.770
N 1.12906 1.55727 -0.57508 1.389
N 1.59165 2.27197 0.52004 -1.118
C 1.80316 1.54029 1.61206 -1.702
O 1.64631 0.10240 1.57910 1.259
C 2.04514 2.10286 2.88631 0.827
C 2.30009 1.32420 4.05738 0.371
C 2.48577 1.91408 5.28873 -1.002
C 2.40691 3.30789 5.45461 -0.705
C 2.15310 4.09152 4.31494 -0.557
C 1.98486 3.52791 3.06724 -1.332
H 0.52312 -1.14400 -4.57543 0.278
H -0.19422 0.39498 -5.11523 0.419
H -1.18336 -0.81226 -4.24662 0.283
H 0.93665 2.00373 -3.87942 0.141
H 2.05106 3.75756 -2.86622 0.483
H 2.49787 3.73259 -1.13021 0.372
H 0.88614 4.24285 -1.61493 0.234
H 2.36084 0.25481 3.96668 0.280
H 2.71032 1.28351 6.14513 0.439
H 2.54346 3.76425 6.42956 0.307
H 2.09185 5.17072 4.41588 0.376
H 1.79456 4.14541 2.19703 0.436
C 6.50108 -1.15279 3.47121 -0.932
C 6.57520 -0.75428 2.11837 -0.466
C 5.45618 -0.69364 1.32156 -1.469
C 4.16186 -1.02939 1.83500 0.578
C 4.11596 -1.47539 3.20772 -0.392
C 5.25081 -1.52548 3.98336 -0.684
P 2.67566 -1.04772 0.93438 2.664
C 3.06308 -0.79672 -0.78294 0.759
C 2.77352 -1.79048 -1.71947 -0.521
C 3.24120 -1.68316 -3.02067 -0.701
C 3.99913 -0.58569 -3.40379 -0.864
C 4.26159 0.42173 -2.48304 -0.819
C 3.79225 0.32469 -1.18261 -0.393
C 1.90389 -2.66902 1.18089 0.235
C 2.77404 -3.65720 1.57120 -0.654
C 2.35708 -4.99816 1.68051 -1.039
C 1.07418 -5.34228 1.37721 -0.804
C 0.14116 -4.36236 0.96979 1.101
C -1.19790 -4.71697 0.67800 -0.914
C -2.08944 -3.75225 0.30613 -0.981
C -1.67727 -2.40275 0.19981 -0.680
C -0.38353 -1.97370 0.45180 -0.059
C 0.53932 -2.98996 0.85122 -0.083
H 7.38604 -1.17373 4.09742 0.320
H 7.53750 -0.49971 1.68615 0.374
H 5.56955 -0.40709 0.28642 0.390
H 3.16575 -1.77740 3.63267 0.424
H 5.17076 -1.84863 5.01659 0.378
H 2.16184 -2.63687 -1.42928 0.258
H 3.00705 -2.45906 -3.74060 0.461
H 4.35806 -0.50255 -4.42321 0.355
H 4.82039 1.30064 -2.78228 0.396
H 3.94872 1.13971 -0.48436 0.508
H 3.80183 -3.40869 1.79058 0.614
H 3.06760 -5.75301 1.99575 0.409
H 0.75274 -6.37798 1.43858 0.333
H -1.49450 -5.75926 0.75397 0.310
H -3.11659 -4.02630 0.08586 0.386
H -2.42875 -1.67213 -0.10842 0.504
C -0.50119 2.16197 5.93047 -1.318
N -1.10423 1.14429 5.06204 -0.277
N -1.35110 1.57497 3.76564 0.940
C -0.97054 0.60675 2.86270 0.273
O -1.12478 0.77401 1.66237 -0.853
C -0.42298 -0.46889 3.65177 -0.449
C -0.47086 -0.07761 4.93417 0.002
C 0.06614 -0.75992 6.13890 -1.674
C -2.22797 2.64999 3.48991 0.256
C -3.22200 2.99768 4.39535 -0.180
C -4.08222 4.04942 4.10583 -0.652
C -3.96649 4.74111 2.90813 -0.533
C -2.97973 4.37323 2.00154 -0.804
C -2.10166 3.33895 2.28524 -0.189
H -1.10086 3.06728 5.89293 0.515
H 0.52203 2.40009 5.62221 0.414
H -0.50846 1.78338 6.95136 0.420
H -0.05088 -1.39728 3.24532 0.566
H 0.37164 -1.77103 5.87469 0.449
H -0.68540 -0.81051 6.92925 0.385
H 0.94021 -0.23046 6.52728 0.215
H -3.33852 2.42819 5.30897 0.464
H -4.85938 4.31168 4.81463 0.377
H -4.64515 5.55482 2.67960 0.392
H -2.88734 4.89281 1.05457 0.395
H -1.34089 3.04930 1.57363 0.355
O -9.17079 2.50775 -1.72986 -0.515
C -8.36780 1.71057 -2.50055 0.638
O -8.88720 1.14251 -3.42726 -0.623
C -6.94704 1.64492 -2.12973 0.873
C -6.40487 2.20475 -0.96119 -0.905
C -5.04912 2.20365 -0.71861 -0.792
C -4.11633 1.66496 -1.65046 0.124
S -2.42177 1.82013 -1.44505 -0.141
C -4.69214 1.02693 -2.78190 -0.371
C -6.05019 1.03091 -3.01212 -0.705
H -8.61620 2.95526 -1.08134 0.287
H -7.04854 2.62265 -0.18872 0.177
H -4.65448 2.63219 0.19444 0.331
H -4.01741 0.55408 -3.48473 0.393
H -6.46202 0.56581 -3.90062 0.386
```

## Properties
energy above the lowest of the compared OMol25 structures with the same formula, charge and spin	0.0000	eV
charge	-2
gap between HOMO and LUMO (spin up / spin down)	4.118 / 3.926	eV



# 3
C5H6N2O | ωB97M-V/def2-TZVPD

XYZ file:
```
14
Properties=species:S:1:pos:R:3:mulliken_charge:R:1
C -1.92858 1.27280 0.07568 -1.006
C -1.40026 -0.05414 0.01959 0.727
C -2.24399 -1.19623 -0.13121 -0.988
C 0.12415 -0.06593 0.04678 0.354
C 2.13273 -0.47168 -0.00754 -0.113
H -3.10815 1.24257 -0.33322 0.264
H -1.06282 2.30146 -0.43746 0.297
H -1.78820 1.59270 1.17754 0.272
H -3.26743 -1.39052 -0.19217 0.419
H -1.77392 -2.21131 -0.59869 0.156
H 2.90219 -1.07116 -0.10130 0.535
N 0.79571 1.00231 -0.00414 -0.117
N 2.14857 0.75989 -0.22017 -0.471
O 0.92301 -1.21350 0.25446 -0.328
```

## Properties
energy above the lowest of the compared OMol25 structures with the same formula, charge and spin	4.9431	eV
gap between HOMO and LUMO	9.300	eV



# 4
C8H15N3O4S | ωB97M-V/def2-TZVPD

XYZ file:
```
31
Properties=species:S:1:pos:R:3:mulliken_charge:R:1
N 2.18937 4.17439 -0.86726 -0.502
C 1.18442 3.23403 -0.72582 0.498
O 0.30118 3.40234 0.10330 -0.619
C 1.18087 2.05202 -1.68568 -0.787
C 0.46298 0.80826 -1.14098 -0.717
C 1.26585 -0.14122 -0.19978 0.084
N 0.49791 -1.34856 0.19682 -0.169
C -0.72043 -1.25027 0.76925 0.300
O -1.21552 -0.17014 1.07931 -0.665
C -1.56404 -2.49541 0.96407 -0.187
N -2.23143 -2.51256 2.23446 -0.684
C -2.64371 -2.38580 -0.12363 -0.571
S -3.40102 -3.98310 -0.49057 -0.240
C 1.72830 0.50349 1.08685 0.296
O 1.42981 0.31263 2.21395 -0.537
O 2.70277 1.33449 0.65218 -0.440
H 2.12784 4.73660 0.00410 0.290
H 3.08753 3.91554 -1.33414 0.258
H 2.14701 1.85858 -2.13326 0.376
H 0.49750 2.50717 -2.44642 0.340
H 0.08679 0.20621 -1.99815 0.342
H -0.41067 1.23670 -0.57159 0.361
H 2.13777 -0.44097 -0.73946 0.537
H 0.82570 -2.26889 -0.14990 0.315
H -1.00669 -3.48121 0.83290 0.459
H -2.54660 -1.55892 2.44814 0.286
H -1.54953 -2.84232 2.94480 0.283
H -2.21431 -1.90467 -1.04943 0.295
H -3.38151 -1.70430 0.34132 0.319
H -4.05090 -3.63794 -1.63914 0.139
H 3.08277 1.84380 1.42376 0.343
```

## Properties
SMILES string	NC(=O)CC[C@H](NC(=O)[C@@H](N)CS)C(=O)O
energy above the lowest of the compared OMol25 structures with the same formula, charge and spin	1.2338	eV
gap between HOMO and LUMO	9.152	eV



Q: Look up the energy above the lowest of the compared OMol25 structures with the same formula, charge and spin of the second one.
A: 0.0000 eV



Q: Which value of energy above the lowest of the compared OMol25 structures with the same formula, charge and spin does entry 3 give?
A: 4.9431 eV



Q: Among the records above, which one has the lowest energy above the lowest of the compared OMol25 structures with the same formula, charge and spin?
A: C52H45MgN4O5PS



Q: What is the formula in the fourth record?
A: C8H15N3O4S